A.
ORCA calculation (ωB97M-V with the def2-TZVPD basis set) on a single C6H9NOS molecule.

Its lowest unoccupied orbital energy is 0.06 eV. The SMILES is CO/N=C/C=C\C=C/S.

```
18
C6H9NOS, DFT ωB97M-V with the def2-TZVPD basis set
C -1.40 1.05 -0.19
C -0.17 1.42 0.20
C -1.74 -0.32 -0.40
C 0.95 0.55 0.30
C -2.91 -0.99 -0.39
C 3.44 -0.79 0.04
N 0.95 -0.74 0.22
O 2.14 -1.36 0.14
S -4.32 -0.20 0.30
H -2.08 1.78 -0.32
H -0.10 2.51 0.29
H -0.81 -0.97 -0.68
H 1.80 1.15 0.37
H -3.17 -1.92 -0.64
H 3.44 0.01 -0.57
H 4.07 -1.71 -0.31
H 3.72 -0.49 1.15
H -3.80 1.03 0.50
```

=====

B.
ORCA calculation (ωB97M-V with the def2-TZVPD basis set) on a single C6H9NOS molecule.

Its lowest unoccupied orbital energy is 0.54 eV. The SMILES is Cc1c(C)n(C)sc1=O.

```
18
C6H9NOS, DFT ωB97M-V with the def2-TZVPD basis set
C 0.66 -0.95 0.02
C -0.22 0.13 0.01
C 2.06 -0.54 -0.09
C 0.52 -2.39 -0.05
C -1.72 0.04 0.06
C -0.33 2.59 -0.01
N 0.34 1.34 0.11
O 3.06 -1.21 -0.09
S 2.07 1.28 0.10
H 0.86 -2.85 -0.99
H -0.49 -2.93 0.10
H 1.18 -3.08 0.72
H -2.18 -0.07 -0.92
H -2.27 0.91 0.51
H -1.96 -0.83 0.64
H 0.37 3.45 -0.12
H -1.03 2.48 -0.96
H -0.93 2.63 0.97
```

=====

C.
ORCA calculation (ωB97M-V with the def2-TZVPD basis set) on a single C6H9NOS molecule.

Its lowest unoccupied orbital energy is 0.84 eV. The SMILES is CC#CN1CCOCS1.

```
18
C6H9NOS, DFT ωB97M-V with the def2-TZVPD basis set
C 0.76 1.06 -1.68
C 0.07 0.17 -1.21
C -1.79 -0.25 0.33
C -1.07 -0.07 1.65
C 0.49 -1.92 1.32
C 1.81 1.99 -2.04
N -0.90 -0.70 -0.68
O -0.51 -1.22 2.15
S -0.27 -2.24 -0.38
H -2.64 -1.07 0.45
H -2.31 0.71 0.04
H -0.19 0.56 1.36
H -1.63 0.38 2.40
H 1.21 -1.30 0.98
H 0.78 -2.90 1.74
H 1.50 2.69 -2.79
H 2.03 2.62 -1.14
H 2.67 1.49 -2.52
```

=====

Energy comparison, zero being the most stable, in kcal/mol: A 86.0; B 0.0; C 60.2.

=====

A.
ORCA calculation (ωB97M-V with the def2-TZVPD basis set) on 2 unconnected molecules or ions with the total composition C2HNOS2.

Its lowest unoccupied orbital energy is 0.54 eV. The SMILES is C#[N+][S-].O=C=S.

```
7
C2HNOS2, DFT ωB97M-V with the def2-TZVPD basis set
C 0.73 2.50 0.15
C -0.34 -2.70 0.20
N -0.06 1.74 -0.22
O -0.84 -2.63 1.21
S 0.25 -2.87 -1.21
S -0.91 0.59 -0.72
H 1.17 3.37 0.60
```

=====

B.
ORCA calculation (ωB97M-V with the def2-TZVPD basis set) on a molecular structure, C2HNOS2.

Its lowest unoccupied orbital energy is -0.29 eV.

```
7
C2HNOS2, DFT ωB97M-V with the def2-TZVPD basis set
C -0.72 0.81 0.29
C 0.69 0.15 0.19
N -1.03 -0.36 -0.29
O -1.09 1.78 0.81
S 1.50 -1.19 1.11
S 1.79 -0.66 -0.80
H -1.14 -0.53 -1.31
```

=====

Energy comparison, zero being the most stable, in kcal/mol: A 0.0; B 45.4.

=====

A.
ORCA calculation (ωB97M-V with the def2-TZVPD basis set) on 2 unconnected molecules or ions with the total composition C3H9NOS.

Its lowest unoccupied orbital energy is 0.85 eV. The SMILES is NC=O.CCS.

```
15
C3H9NOS, DFT ωB97M-V with the def2-TZVPD basis set
C 0.85 -0.65 -0.17
C 1.77 -1.00 -1.35
S 1.43 -0.26 -2.97
H 0.00 -1.33 -0.14
H 0.51 0.37 -0.18
H 1.40 -0.81 0.76
H 2.81 -0.82 -1.09
H 1.65 -2.06 -1.58
H 1.93 0.97 -2.78
C -1.70 0.39 1.69
N -2.31 1.55 1.22
O -2.19 -0.71 1.65
H -0.69 0.60 2.03
H -2.14 2.36 1.80
H -3.31 1.40 1.11
```

=====

B.
ORCA calculation (ωB97M-V with the def2-TZVPD basis set) on 2 unconnected molecules or ions with the total composition C3H9NOS.

Its lowest unoccupied orbital energy is 0.90 eV. The SMILES is C=NC.CSO.

```
15
C3H9NOS, DFT ωB97M-V with the def2-TZVPD basis set
C 0.74 -1.39 -1.58
C 1.92 -0.96 0.38
C -0.70 1.70 1.02
N 0.96 -0.75 -0.35
O -3.02 0.75 0.73
S -1.51 0.27 0.28
H -0.12 -2.13 -1.44
H 0.50 -0.71 -2.34
H 1.75 -1.85 -1.91
H 2.65 -1.62 0.01
H 2.00 -0.54 1.31
H -3.55 1.29 0.15
H 0.33 1.72 0.70
H -0.60 1.51 2.14
H -1.35 2.69 0.91
```

=====

Energy comparison, zero being the most stable, in kcal/mol: A 0.0; B 55.7.